{
  "formula": "C61H144N13O16",
  "method": "ωB97M-V/def2-TZVPD",
  "elements": ["C", "C", "O", "N", "H", "H", "C", "H", "H", "H", "H", "H", "H", "C", "C", "O", "N", "H", "H", "C", "H", "H", "H", "H", "H", "H", "C", "C", "C", "C", "N", "C", "C", "C", "C", "C", "H", "H", "H", "H", "H", "H", "H", "H", "H", "H", "H", "H", "H", "H", "H", "H", "H", "H", "H", "H", "C", "C", "C", "C", "N", "C", "C", "C", "C", "C", "H", "H", "H", "H", "H", "H", "H", "H", "H", "H", "H", "H", "H", "H", "H", "H", "H", "H", "H", "H", "C", "C", "C", "C", "N", "C", "C", "C", "C", "C", "H", "H", "H", "H", "H", "H", "H", "H", "H", "H", "H", "H", "H", "H", "H", "H", "H", "H", "H", "H", "C", "C", "C", "C", "N", "C", "C", "C", "C", "C", "H", "H", "H", "H", "H", "H", "H", "H", "H", "H", "H", "H", "H", "H", "H", "H", "H", "H", "H", "H", "C", "C", "C", "C", "N", "C", "C", "C", "C", "C", "H", "H", "H", "H", "H", "H", "H", "H", "H", "H", "H", "H", "H", "H", "H", "H", "H", "H", "H", "H", "C", "N", "C", "C", "C", "C", "O", "H", "H", "H", "H", "H", "H", "H", "H", "H", "H", "H", "H", "H", "H", "C", "N", "C", "C", "C", "C", "O", "H", "H", "H", "H", "H", "H", "H", "H", "H", "H", "H", "H", "H", "H", "N", "O", "O", "O", "N", "O", "O", "O", "N", "O", "O", "O", "N", "O", "O", "O"],
  "xyz": [[-4.49992, -0.51630, -2.41851], [-4.55806, -1.82370, -3.23750], [-4.40755, -1.76988, -4.43885], [-4.71119, -2.96023, -2.51476], [-4.67275, -3.84423, -3.07954], [4.36815, -1.03824, -2.46273], [-4.58421, -3.15768, -1.08676], [-3.79146, 0.06480, -2.95034], [-4.24608, -0.74014, -1.41069], [-5.40874, 0.00484, -2.53939], [-5.47368, -2.78433, -0.51330], [-3.62767, -2.79706, -0.62319], [-4.54083, -4.18274, -0.81594], [-1.07444, -6.01791, -2.98034], [0.27468, -6.33071, -2.40728], [1.07422, -7.04102, -2.91365], [0.65570, -5.63888, -1.14288], [1.23952, -4.76051, -1.37417], [-0.11964, -5.31322, -0.62940], [1.43059, -6.46307, -0.13200], [-1.65040, -5.66608, -2.10280], [-1.59949, -6.81271, -3.46954], [-1.00502, -5.14571, -3.74199], [1.48148, -5.81669, 0.74169], [2.41046, -6.74871, -0.44505], [0.77383, -7.32367, 0.06509], [-0.73247, -2.88561, -10.62796], [-1.76473, -3.52036, -9.68306], [-2.33677, -2.45465, -8.65256], [-3.10551, -1.42216, -9.39176], [-4.10098, -0.62035, -8.57678], [-5.01088, -1.55575, -7.79244], [-6.31518, -0.75483, -7.62852], [-6.20729, 0.43515, -8.68816], [-5.02596, 0.02470, -9.51983], [-3.45436, 0.33875, -7.62043], [-1.04327, -2.22493, -11.34738], [-0.19319, -3.73075, -11.10904], [-0.01290, -2.29334, -10.13808], [-1.15160, -4.18407, -9.09199], [-2.55176, -4.06380, -10.24780], [-1.51916, -2.08014, -8.08158], [-2.85471, -3.00151, -7.91088], [-3.66295, -1.88194, -10.24282], [-2.40929, -0.68241, -9.80872], [-4.52424, -1.79522, -6.85832], [-5.23947, -2.39432, -8.37505], [-6.29533, -0.32188, -6.68397], [-7.20918, -1.35351, -7.79129], [-6.11479, 1.45357, -8.26269], [-7.11987, 0.40026, -9.17909], [-4.49559, 0.83954, -9.96123], [-5.31556, -0.69718, -10.26854], [-4.20535, 1.06050, -7.31559], [-2.65315, 0.93069, -8.11215], [-2.98544, -0.18039, -6.73942], [3.93507, 6.27110, 6.26003], [4.18497, 7.77372, 6.14952], [4.65282, 8.14293, 4.78210], [3.57921, 8.08940, 3.76570], [3.95677, 8.27163, 2.28581], [2.65618, 8.09150, 1.51768], [3.13170, 7.80496, 0.08344], [4.55015, 7.15895, 0.29558], [4.77365, 7.06036, 1.71900], [4.60250, 9.58866, 2.05129], [3.29648, 5.88137, 5.48329], [3.45546, 6.06518, 7.21663], [4.82501, 5.72301, 6.08168], [4.86213, 8.20362, 6.88560], [3.24602, 8.29800, 6.31485], [5.47390, 7.65451, 4.39431], [4.97455, 9.21434, 4.82074], [2.96074, 9.03324, 3.92729], [2.97315, 7.22765, 3.84807], [2.11085, 9.01314, 1.64748], [2.05472, 7.25968, 1.89367], [3.23280, 8.65152, -0.54963], [2.45833, 7.03676, -0.41595], [5.28138, 7.72817, -0.19612], [4.44564, 6.13240, -0.03414], [5.78250, 7.23437, 2.02663], [4.30408, 6.19582, 2.17820], [5.50271, 9.47912, 2.63324], [4.04770, 10.42973, 2.45348], [4.75125, 9.59355, 0.98568], [9.25269, -2.64862, -12.04002], [9.22401, -1.38781, -11.15400], [9.94005, -1.55520, -9.77540], [9.96384, -0.17923, -9.11166], [10.21169, -0.11176, -7.59864], [9.18804, -0.91737, -6.89314], [9.18983, -0.39644, -5.43971], [9.84069, 1.01933, -5.54774], [10.00636, 1.28851, -7.06309], [11.56749, -0.71037, -7.23195], [8.50518, -2.55158, -12.78620], [9.01113, -3.64698, -11.62143], [10.22281, -2.75609, -12.47991], [8.17517, -1.13638, -10.98444], [9.50817, -0.55038, -11.78380], [10.93451, -1.86683, -10.05236], [9.35638, -2.37986, -9.24039], [9.05302, 0.39033, -9.22709], [10.74602, 0.42428, -9.52837], [9.49275, -2.00318, -6.93990], [8.24400, -0.61507, -7.33895], [9.81261, -1.04562, -4.87204], [8.25626, -0.37663, -4.87604], [10.80109, 1.27117, -5.05536], [9.11936, 1.61479, -5.11132], [10.82579, 1.94370, -7.35596], [9.09325, 1.76486, -7.47914], [11.65829, -0.81465, -6.17873], [12.32952, -0.02745, -7.59416], [11.65436, -1.64204, -7.71606], [-6.78391, 7.54490, 10.74413], [-6.84712, 6.27008, 10.15059], [-7.43582, 6.30965, 8.85455], [-7.18088, 5.27129, 7.73236], [-7.08976, 5.66133, 6.21758], [-6.03991, 6.55730, 5.79035], [-6.66434, 7.30440, 4.41211], [-8.14662, 6.69885, 4.14819], [-8.40548, 6.31718, 5.67268], [-6.96369, 4.39201, 5.50457], [-0.50172, 9.98827, 2.28395], [-7.19289, 8.50735, 10.47250], [-5.95739, 7.70576, 11.54849], [12.24481, 8.47385, 6.34848], [-6.46745, 5.43407, 10.35742], [-7.88552, 7.39834, 8.79143], [-7.42353, 5.82938, 0.48212], [-7.88670, 4.47535, 7.73402], [-6.30697, 4.72174, 7.80920], [-5.32621, 5.89369, 5.68458], [-5.64738, 7.16568, 6.60369], [-5.99816, 7.38469, 3.61303], [-6.87413, 8.39560, 4.94378], [-8.03755, 5.72336, 3.71693], [-8.95392, 7.25635, 3.54112], [-9.34694, 5.74523, 5.73181], [-8.72605, 7.23270, 6.26024], [-7.89149, 3.88803, 5.39697], [-6.24257, 3.62853, 5.82725], [-6.76350, 4.62835, 4.46994], [1.43834, 0.11174, 7.17781], [0.93155, -0.61756, 8.43426], [0.01877, -1.75824, 8.09561], [-0.52020, -2.57839, 9.30348], [-1.19835, -3.83108, 8.84147], [-0.34970, -4.74493, 7.98044], [-1.05359, -5.00687, 6.65224], [-2.53514, -4.67182, 6.96233], [-2.40169, -3.51612, 8.03789], [-1.52898, -4.59860, 10.08608], [2.34405, 0.74045, 7.39578], [0.71376, 0.81991, 6.81333], [1.77788, -0.52642, 6.32476], [0.47369, 0.10487, 9.07629], [1.72415, -0.97235, 9.09063], [0.60319, -2.44360, 7.44997], [-0.75493, -1.36033, 7.47282], [-1.24615, -1.98619, 9.89159], [0.24545, -2.92338, 9.99391], [-0.34908, -5.64054, 8.57137], [0.69192, -4.34255, 7.89963], [-0.78076, -6.01257, 6.37097], [-0.74696, -4.41135, 5.83979], [-3.21556, -5.43250, 7.39908], [-2.96424, -4.14711, 6.06952], [-3.24674, -3.48686, 8.71320], [-2.21398, -2.56514, 7.52444], [-2.05528, -5.56140, 9.80217], [-2.17691, -4.00662, 10.76909], [-0.59159, -4.80960, 10.66595], [-8.07557, -9.52690, -0.84015], [-7.37961, -8.35108, -0.11526], [-7.86569, -6.96909, -0.68674], [-7.73652, -8.43348, 1.35974], [-5.86555, -8.34034, -0.39742], [-5.06260, -7.77007, 0.71243], [-5.47621, -6.41343, 0.88825], [-8.05876, -10.39349, -0.12281], [-7.64944, -9.73559, -1.83232], [-9.12659, -9.19215, -0.86085], [-7.38301, -6.21288, -0.23515], [-8.96815, -6.91857, -0.62239], [-7.75341, -6.93946, -1.79427], [-8.81696, -8.31759, 1.47613], [-7.35109, -7.69656, 1.95725], [-7.34050, -9.39748, 1.69824], [-5.73188, -7.79016, -1.28777], [-5.60743, -9.36952, -0.51617], [-4.05894, -7.82029, 0.41959], [-5.10917, -8.31894, 1.65306], [-4.69549, -5.92174, 1.27359], [1.58517, 0.54630, 0.77074], [2.76741, 0.79467, 1.71321], [3.87396, 1.42290, 0.94376], [2.33433, 1.66306, 2.86064], [3.25923, -0.62420, 2.21636], [4.20667, -0.61854, 3.29935], [3.47295, -0.54692, 4.54084], [0.72426, 0.18692, 1.37222], [1.77323, -0.24105, 0.05622], [1.37500, 1.46826, 0.22719], [4.75783, 1.49057, 1.50935], [3.45280, 2.40221, 0.56331], [4.08291, 0.69229, 0.14025], [3.17693, 2.25216, 3.11542], [2.08190, 1.09563, 3.76321], [1.38823, 2.28864, 2.69675], [3.74740, -1.05021, 1.36844], [2.34865, -1.16275, 2.57107], [4.83247, 0.20278, 3.39323], [4.88191, -1.49682, 3.26027], [4.08329, -0.45401, 5.28306], [2.41038, -2.71113, -1.49569], [2.24173, -3.36877, -2.48878], [2.20609, -3.23231, -0.36140], [2.75620, -1.51791, -1.52307], [5.56391, 0.20148, -2.76197], [6.72357, 0.61091, -3.17801], [5.23907, -1.07608, -2.86443], [4.74024, 1.09241, -2.19160], [-2.19449, -5.29735, 0.92354], [-3.27941, -4.95173, 1.43967], [-1.16835, -4.70399, 1.16450], [-2.18393, -6.25692, 0.09362], [1.57353, 4.37152, 0.97657], [2.68565, 4.44080, 0.43304], [1.19735, 5.30386, 1.72688], [0.73106, 3.51778, 0.66799]],
  "mulliken_charge": [-1.023, 0.466, -0.643, -0.009, 0.289, 0.469, -0.905, 0.318, 0.416, 0.264, 0.317, 0.326, 0.182, -0.698, 0.662, -0.463, 0.518, 0.099, 0.082, -0.872, 0.049, 0.386, 0.236, 0.318, 0.345, 0.377, -1.361, -0.648, -0.410, -0.813, 0.193, -0.735, -0.514, -0.882, -0.548, -0.768, 0.432, 0.344, 0.381, 0.368, 0.342, 0.465, 0.310, 0.251, 0.422, 0.424, 0.420, 0.228, 0.464, 0.340, 0.398, 0.483, 0.425, 0.426, 0.303, 0.283, -1.192, -0.608, -0.736, -0.860, 0.077, -0.540, -0.523, -0.887, -0.399, -0.953, 0.324, 0.364, 0.336, 0.384, 0.329, 0.525, 0.363, 0.413, 0.414, 0.391, 0.276, 0.399, 0.281, 0.444, 0.332, 0.486, 0.340, 0.427, 0.272, 0.438, -1.395, -0.760, -0.154, -1.004, 0.148, -0.555, -0.477, -0.754, -0.585, -1.012, 0.401, 0.347, 0.362, 0.395, 0.409, 0.412, 0.214, 0.398, 0.491, 0.437, 0.344, 0.333, 0.244, 0.315, 0.461, 0.450, 0.350, 0.470, 0.342, 0.391, -0.740, -0.256, -0.283, -0.713, 0.255, -0.765, -0.543, -0.625, -0.648, -1.146, -0.050, 0.335, 0.231, 0.108, 0.632, 0.151, -0.183, 0.504, 0.608, 0.437, 0.395, 0.523, 0.270, 0.282, 0.349, 0.415, 0.342, 0.413, 0.314, 0.481, -1.181, -0.871, -0.171, -0.791, 0.312, -0.542, -0.575, -0.631, -0.451, -1.079, 0.434, 0.387, 0.201, 0.371, 0.431, 0.230, 0.293, 0.346, 0.395, 0.375, 0.373, 0.385, 0.318, 0.362, 0.345, 0.295, 0.218, 0.434, 0.353, 0.426, -0.816, 0.175, -1.058, -1.024, -0.821, -0.372, -0.499, 0.339, 0.347, 0.387, 0.442, 0.411, 0.396, 0.397, 0.343, 0.431, 0.394, 0.447, 0.402, 0.322, 0.304, -0.509, 0.287, -0.778, -0.971, -0.327, -0.730, -0.425, 0.437, -0.042, 0.318, 0.425, 0.260, 0.268, 0.374, 0.410, 0.284, 0.325, 0.356, 0.318, 0.466, 0.279, 1.343, -0.793, -0.749, -0.879, 0.751, -0.529, -0.243, -0.461, 1.316, -0.801, -0.790, -0.677, 1.017, -0.644, -0.715, -0.662],
  "charge": 5,
  "energy_ev": -117642.0511,
  "gap_ev": 1.034
}